The following is a quantum chemistry calculation of a gas-phase ion, C5H13N2 (charge +1) in a non-equilibrium geometry, from the OMol25 dataset.

Summary:
Maximum force = 5.21 eV Å⁻¹
Net charge = +1
Spin multiplicity = 1
Highest occupied orbital energy = -13.27 eV
Kohn-Sham gap = 9.82 eV
SMILES string = CCC/C([NH3+])=C/N

Each line ends with the natural charge from an NBO analysis.
Cartesian coordinates (Å):
1 C 2.7120 1.0503 -1.0979  -0.609
2 C 1.4594 0.9655 -0.1663  -0.401
3 C 0.9844 -0.4696 -0.0758  -0.482
4 C -0.3670 -0.5417 0.3878  0.101
5 C -1.4431 -0.9514 -0.3897  0.066
6 N -2.7930 -0.8631 -0.1921  -0.883
7 N -0.6330 0.3857 1.5070  -0.708
8 H 3.2646 2.0373 -1.1447  0.242
9 H 2.4698 0.7720 -2.1339  0.224
10 H 3.3581 0.2839 -0.6736  0.215
11 H 1.5454 1.5465 0.8023  0.191
12 H 0.5674 1.6388 -0.6206  0.195
13 H 1.4994 -1.1678 0.5692  0.237
14 H 1.0178 -0.9001 -1.0476  0.251
15 H -1.1209 -1.3218 -1.3641  0.195
16 H -3.4405 -1.5089 0.1509  0.420
17 H -3.2678 -0.5276 -1.0651  0.400
18 H -0.1433 1.2939 1.3718  0.443
19 H -1.6134 0.6922 1.5536  0.460
20 H -0.2283 0.1841 2.4485  0.444

Force components x, y, z for each atom (eV/Å):
C 0.0 0.6 0.7
C -1.1 3.1 -1.2
C 0.7 -0.1 0.5
C -5.0 0.4 -1.4
C 3.2 -0.2 0.9
N -1.3 3.1 -1.6
N 0.3 1.3 1.4
H -0.9 -1.1 0.4
H -0.1 0.0 0.4
H 0.6 0.1 -0.3
H 0.9 -1.1 -0.7
H 1.7 -1.7 0.4
H 1.3 0.2 0.2
H 0.1 -0.4 -0.9
H 0.1 -0.2 0.1
H -0.1 -1.7 1.3
H 0.8 -0.3 1.0
H -0.1 -0.5 -0.8
H -0.2 -0.8 0.2
H -0.9 -0.8 -0.6